Here is a molecular structure, C54H48IOPSn from OMol25. Energies are from the ωB97M-V functional and the def2-TZVPD basis.

Results
E_LUMO (eV): 4.01
HOMO-LUMO gap (eV): 3.968
Calculated total energy (hartree): -3015.028443
Relative energy (zero: lowest compared OMol25 entry of this formula, charge and spin) (kJ/mol): 0.0
Charge: -2
Spin multiplicity: 1

Cartesian coordinates (Å):
C  1.446  -0.100  -3.978
H  -4.895  1.136  1.069
C  -2.147  2.858  2.051
C  -0.876  -0.611  -3.801
H  3.359  -2.216  -2.368
H  3.513  -2.543  -4.092
H  -5.765  -2.588  -2.174
H  -5.993  3.169  1.938
C  0.121  -5.344  -0.817
H  2.591  2.485  -0.402
H  -2.163  4.799  2.953
H  -1.198  1.999  -4.180
C  -1.684  -2.798  -2.877
C  -0.577  -1.893  -3.342
H  -3.289  -2.221  1.318
H  5.880  -5.625  -1.351
C  0.751  -2.272  -3.245
C  1.243  -3.504  0.278
C  2.521  -4.023  -0.142
C  0.055  -1.554  1.010
C  1.312  -5.881  -1.228
C  -3.656  -0.092  -1.275
C  -4.295  1.938  1.483
H  0.877  3.649  4.211
C  -3.204  -0.583  -0.051
H  -3.214  0.226  3.632
H  0.998  -3.258  -2.861
C  2.117  1.868  4.143
H  -4.632  5.006  2.886
C  0.724  4.649  -2.256
H  5.891  -3.487  -0.096
C  -0.033  2.683  -0.890
C  4.942  -5.190  -1.026
C  -4.580  -2.544  -0.380
H  -0.844  5.791  -3.221
H  -2.580  -2.677  -3.488
H  3.076  -0.042  4.527
H  -1.954  -2.551  -1.845
H  2.231  0.632  -4.137
H  -3.268  0.850  -1.645
H  -4.930  -0.397  -2.973
C  -0.618  -1.554  2.201
H  4.221  2.049  3.644
C  0.078  -4.159  -0.076
O  1.238  -2.425  1.035
H  -2.656  4.383  -2.304
C  1.023  2.733  4.787
C  -1.618  4.159  -2.070
H  1.300  3.001  5.813
C  -0.624  4.943  -2.579
H  3.892  5.780  -2.816
H  0.077  2.190  4.807
C  1.699  1.508  2.781
H  3.877  -0.929  -3.459
H  3.316  3.558  3.494
C  2.369  3.300  -1.079
H  -0.919  -2.984  5.310
H  -1.916  -0.300  -3.858
C  0.124  0.299  -4.112
C  -4.150  4.113  2.506
C  4.951  -3.982  -0.302
C  -4.913  3.084  1.972
C  3.434  2.655  4.096
H  -4.921  -3.513  -0.035
H  2.602  0.841  5.998
C  1.005  3.539  -1.407
C  1.356  1.207  1.655
H  1.349  -6.800  -1.801
H  -2.155  2.456  -0.897
C  -0.387  -2.419  3.342
C  -1.696  -0.596  2.379
C  -2.428  -0.521  3.551
H  -0.179  1.819  -5.615
C  -4.586  -0.799  -2.026
C  -2.765  3.995  2.547
C  -3.665  -1.826  0.381
H  -0.810  -5.840  -1.071
C  -0.206  1.709  -4.526
Sn  0.642  0.340  -0.253
C  -2.175  -1.366  4.628
C  -2.909  1.816  1.517
I  4.025  -1.543  1.065
H  0.505  2.419  -4.097
C  3.087  5.165  -2.427
C  -1.311  3.044  -1.253
C  3.757  -5.793  -1.323
C  1.790  5.442  -2.754
H  -2.742  -1.291  5.547
H  1.554  6.282  -3.402
H  3.732  -6.716  -1.893
H  3.746  2.939  5.106
H  4.408  3.870  -1.299
C  -1.137  -2.315  4.481
H  -0.852  -3.710  0.249
C  2.527  -5.234  -0.897
H  1.379  0.016  4.998
P  -1.963  0.377  0.916
C  1.775  -1.380  -3.555
C  3.211  -1.788  -3.361
C  -5.053  -2.027  -1.580
H  0.410  -3.151  3.279
C  2.306  0.591  4.973
C  3.782  -3.406  0.124
C  3.379  4.080  -1.571
H  -1.064  2.769  2.054
H  -1.378  -3.845  -2.898


Here is a molecular structure, C28H35F3N4O3P2SV from OMol25. Energies are from the ωB97M-V functional and the def2-TZVPD basis.

Results
E_LUMO (spin up / spin down) (eV): -0.38 / -1.27
HOMO-LUMO gap (spin up / spin down) (eV): 7.930 / 7.109
Calculated total energy (hartree): -3857.030255
Charge: 0
Spin multiplicity: 4

Cartesian coordinates (Å):
C  2.924  -2.932  -2.000
H  5.179  2.187  -4.407
H  -1.577  3.259  -8.586
H  -2.519  2.480  -6.650
C  3.747  2.849  -2.795
C  -4.168  -2.963  -0.237
P  1.548  -0.401  -2.086
H  5.023  -2.811  0.571
S  -1.776  0.461  1.373
H  2.040  2.454  -1.395
C  3.899  -3.567  -1.227
H  1.617  0.121  1.343
H  -4.519  -3.499  0.630
C  0.204  -0.345  -7.777
C  1.549  0.931  0.596
H  -1.119  -1.718  -4.366
H  -1.134  1.682  -9.219
C  -3.270  1.804  -4.394
C  -1.300  -0.666  -7.647
H  -3.070  0.031  -6.593
O  -3.207  0.246  1.279
C  0.890  -1.183  -3.607
C  0.345  2.598  -7.855
H  -5.820  -3.172  -1.737
C  -3.999  -2.042  -2.311
C  0.790  0.465  -6.651
H  0.748  -1.303  -7.817
H  1.380  2.379  -5.909
C  -1.116  2.300  -8.302
H  3.912  -0.232  -4.081
H  -2.173  -2.151  0.391
O  -0.904  -0.711  1.130
H  3.996  3.888  -2.627
H  -3.721  2.123  -5.315
C  -2.978  2.620  -3.275
F  -1.780  -0.311  3.894
H  -3.157  3.677  -3.189
C  2.730  2.142  -2.163
H  0.974  2.411  -8.745
H  1.008  1.808  1.006
C  -0.548  -1.716  -3.429
C  -1.979  1.725  -7.223
N  -2.824  -1.764  -1.616
H  2.551  1.227  0.228
C  0.853  1.803  -6.671
H  3.524  -0.554  0.172
C  -2.153  0.411  -7.049
H  0.407  0.133  -8.750
H  -0.539  -2.756  -3.078
H  -1.690  -0.897  -8.649
C  -2.951  -2.301  -0.333
F  -2.273  1.842  3.607
P  -1.392  -0.829  -2.070
F  -0.189  1.150  3.407
H  -4.162  -1.699  -3.324
V  -0.059  0.499  -0.857
C  -1.488  0.818  3.187
C  3.548  -1.473  -0.399
C  -4.839  -2.794  -1.488
O  -1.279  1.713  0.756
N  2.739  -1.639  -1.522
C  -2.820  0.518  -4.092
C  3.737  0.718  -3.596
H  0.404  3.676  -7.626
C  4.381  1.953  -3.718
C  -2.404  1.817  -2.294
C  4.300  -2.633  -0.213
H  1.576  -1.950  -3.988
H  -2.798  -0.386  -4.685
H  4.236  -4.587  -1.349
H  -1.398  -1.594  -7.053
N  2.731  0.838  -2.649
H  -2.218  2.028  -1.249
H  1.310  -0.110  -5.892
H  2.367  -3.283  -2.859
N  -2.323  0.515  -2.812
H  0.858  -0.361  -4.326


Here is a molecular structure, C50H36BrN2O3S2Zr from OMol25. Energies are from the ωB97M-V functional and the def2-TZVPD basis.

Results
E_LUMO (eV): -8.76
HOMO-LUMO gap (eV): 6.623
Calculated total energy (hartree): -5678.943992
Charge: +3
Spin multiplicity: 1

Cartesian coordinates (Å):
H  4.108  -5.173  -1.334
N  -0.809  3.949  -0.303
C  -5.809  -4.590  -2.093
C  -2.066  5.577  -3.390
C  -2.452  -2.475  -0.518
H  -3.878  2.716  -3.394
C  4.249  0.631  -2.049
H  0.515  4.676  1.090
C  -2.824  -2.252  -1.837
C  -4.615  -3.864  -1.551
C  4.043  -4.330  -0.658
H  8.108  2.660  -0.689
C  0.158  -0.933  5.531
H  0.264  -3.074  5.296
H  -0.460  -3.880  -1.484
C  0.759  -2.077  3.487
H  -5.829  0.007  -0.519
S  1.934  0.583  -0.836
C  -0.007  4.892  0.165
O  -1.938  1.215  1.536
H  8.303  1.165  -1.612
H  0.748  2.523  3.521
H  1.717  -4.981  -1.825
Br  -7.047  -1.959  1.312
C  1.632  -4.140  -1.149
C  0.344  -2.446  -0.071
C  5.582  2.166  -0.153
C  -0.452  6.363  -1.658
H  -4.736  -4.778  0.389
H  -2.852  -0.283  3.430
H  -4.616  1.830  -1.340
H  1.551  2.653  1.188
H  -5.797  -5.639  -1.799
H  0.844  6.853  -0.021
C  4.253  1.863  0.051
H  -0.135  -0.992  6.571
H  -5.851  -4.534  -3.179
H  -1.924  6.484  -3.961
H  0.162  1.203  5.487
C  -3.161  3.451  -3.050
C  1.529  0.482  0.904
C  -3.131  -3.376  0.299
C  0.186  6.124  -0.470
C  0.722  0.362  3.581
C  2.705  -2.598  0.429
C  -3.911  -2.951  -2.339
C  -2.945  4.620  -3.812
C  0.911  1.617  2.949
C  -5.491  -0.919  1.375
H  -2.841  -3.532  1.331
H  -2.283  -1.551  -2.457
C  2.790  -3.697  -0.466
H  -6.726  -4.149  -1.696
H  6.095  0.605  -3.119
C  -2.465  3.262  -1.890
C  0.941  -0.834  2.845
Zr  -0.781  1.653  0.011
O  0.959  1.790  -1.175
H  -0.302  7.295  -2.189
H  3.731  0.019  -2.778
N  -2.625  2.167  -0.981
C  5.578  0.958  -2.235
C  -5.165  -0.083  0.332
C  -1.507  4.211  -1.459
C  0.322  0.287  4.933
H  -3.501  4.757  -4.729
H  6.114  2.752  0.586
C  -1.333  5.395  -2.191
C  1.446  -1.978  0.620
C  -3.118  0.548  1.482
C  0.423  -3.532  -0.968
H  3.818  -1.329  1.801
H  3.761  2.202  0.951
H  0.941  -2.995  2.943
C  5.064  -2.791  0.898
C  3.585  1.096  -0.907
C  -3.966  0.653  0.355
C  -3.748  1.576  -0.731
C  3.875  -2.158  1.105
C  6.263  1.729  -1.296
C  5.149  -3.888  0.006
S  -1.151  -1.572  0.227
H  5.952  -2.465  1.423
C  -4.663  -0.978  2.499
H  7.825  2.640  -2.433
C  1.328  -0.753  1.470
C  -4.201  -4.072  -0.234
C  1.298  1.697  1.636
C  7.705  2.072  -1.510
C  -3.493  -0.243  2.559
C  0.382  -2.118  4.803
H  6.101  -4.381  -0.141
H  -4.213  -2.792  -3.366
O  -1.012  -0.287  -0.697
H  -4.948  -1.604  3.335


Here is a molecular structure, C13H16AlNO2S2Te from OMol25. Energies are from the ωB97M-V functional and the def2-TZVPD basis.

Results
E_LUMO (eV): 4.57
HOMO-LUMO gap (eV): 5.423
Calculated total energy (hartree): -2017.164738
Relative energy (zero: lowest compared OMol25 entry of this formula, charge and spin) (kJ/mol): 5.8
Charge: -2
Spin multiplicity: 1

Cartesian coordinates (Å):
C  -2.234  1.196  -0.642
S  -1.851  -2.182  2.697
H  -2.998  0.685  5.855
Te  3.544  0.412  2.242
H  4.032  -1.911  -1.878
C  -1.665  -0.838  3.714
H  1.342  0.418  -2.888
N  -3.880  3.719  -2.444
H  -1.231  0.512  5.848
C  -2.173  -0.032  5.927
C  3.337  -1.428  -2.565
C  0.264  2.368  -0.405
C  1.417  -2.886  -1.869
C  -0.746  3.061  -1.061
H  1.231  2.855  -0.309
H  -2.238  -0.571  6.875
C  1.932  -1.446  -1.959
S  -0.858  0.591  3.363
Al  1.694  0.076  0.691
C  0.979  -0.609  -2.823
H  2.053  -3.462  -1.196
H  0.899  -1.016  -3.836
C  -3.044  3.158  -1.878
H  3.669  -0.398  -2.699
H  -3.218  0.747  -0.711
O  -2.288  -1.015  4.918
H  -1.436  -0.430  0.460
C  0.073  1.085  0.123
H  -0.012  -0.584  -2.375
H  1.400  -3.377  -2.846
H  -0.569  4.050  -1.468
H  3.369  -1.937  -3.532
O  2.004  -0.922  -0.680
C  -1.999  2.463  -1.189
C  -1.209  0.530  0.000
H  0.408  -2.884  -1.459


Here is a molecular structure, C28H64LiN2O24P from OMol25. Energies are from the ωB97M-V functional and the def2-TZVPD basis.

Results
E_LUMO (eV): 0.00
HOMO-LUMO gap (eV): 5.937
Calculated total energy (hartree): -3369.018443
Relative energy (zero: lowest compared OMol25 entry of this formula, charge and spin) (kJ/mol): 68.4
Charge: 0
Spin multiplicity: 1

Cartesian coordinates (Å):
C  0.585  -5.767  -1.838
H  -5.406  -3.910  3.391
H  -1.334  -1.370  -2.611
H  4.362  0.006  -6.956
H  -3.757  -3.488  0.335
H  -4.701  4.415  -5.619
C  0.514  1.850  -3.297
O  -4.494  5.222  -3.609
H  -4.315  -1.654  -0.139
O  -0.458  -0.682  1.485
O  3.263  1.776  -3.926
C  1.473  2.880  0.513
H  1.323  -2.551  1.746
H  3.519  3.548  -0.520
H  0.327  -6.734  -1.394
H  1.265  7.517  5.040
C  4.518  -1.025  -1.870
C  4.083  -7.149  1.142
O  2.867  0.666  -5.892
C  -2.089  -2.010  -3.008
O  -2.157  -0.824  0.107
H  -5.510  -3.016  -0.143
H  -6.426  -4.363  2.056
C  -5.244  4.942  -4.750
O  1.599  -6.135  1.371
H  -2.598  -3.761  3.129
C  -2.613  -2.784  2.638
N  -5.034  -2.619  1.807
O  2.405  -4.221  2.157
H  0.604  -0.502  2.428
O  -1.693  -3.442  -2.978
H  1.139  1.899  -2.333
C  -1.749  3.987  3.120
H  -1.568  3.119  -1.886
O  1.125  1.210  -4.411
N  2.701  2.470  1.091
C  0.246  7.671  5.257
H  0.986  2.093  -0.221
H  -2.587  3.231  3.227
C  1.247  -3.417  2.273
H  4.758  2.399  0.432
H  3.166  4.365  1.550
H  0.047  2.853  -3.484
H  0.957  1.556  2.992
H  3.669  -7.204  0.139
C  -3.882  4.191  -2.959
O  -1.801  1.640  0.984
O  -3.782  3.176  -3.632
O  -3.255  4.345  -1.891
H  3.661  -7.929  1.708
H  -2.092  4.826  2.227
C  2.548  -5.467  1.709
C  3.217  3.347  2.127
P  -1.349  0.267  0.522
H  4.203  3.038  2.378
H  -6.046  -0.836  1.592
H  -6.821  -1.594  2.769
C  6.740  -0.573  -2.422
O  -0.571  -5.209  -2.331
C  4.298  0.729  -6.213
C  3.779  2.527  0.078
C  -2.463  3.276  -1.372
H  1.230  -1.727  -2.361
O  3.356  -1.481  -2.428
C  2.492  1.085  1.743
O  5.530  -1.243  -2.733
C  -6.328  -1.881  1.833
H  -2.420  -2.985  1.606
H  7.482  -1.063  -2.935
C  -5.407  -3.958  2.341
O  -0.646  6.504  5.271
H  -5.728  6.014  -5.172
O  -0.015  5.933  3.278
C  2.100  -1.165  -1.833
H  3.426  0.786  1.726
C  -3.920  -2.054  2.589
H  2.036  -1.247  -0.806
C  2.449  1.276  -4.673
H  4.799  0.231  -5.404
H  -7.189  -2.208  1.229
H  6.835  0.537  -2.793
O  -0.287  0.016  -0.509
H  0.863  -3.313  3.314
H  -3.773  -1.212  2.124
H  0.294  -3.812  1.769
H  0.106  8.224  6.261
H  -2.394  -1.717  -4.016
C  -4.616  -2.787  0.379
H  3.598  1.654  -0.634
H  2.056  0.434  0.951
C  -0.849  -3.904  -2.127
H  -4.251  -1.873  3.537
H  5.215  -7.383  0.976
H  1.252  -6.199  -2.537
H  7.242  -0.647  -1.411
H  -0.066  8.329  4.551
H  -4.581  -4.562  2.255
H  -2.987  2.358  -1.096
H  2.386  1.159  3.794
O  1.335  -0.443  3.108
H  -6.129  4.192  -4.617
H  -2.880  -1.615  -2.042
H  2.495  3.594  2.817
O  -1.565  4.635  4.327
H  -1.171  -1.380  2.873
H  4.570  1.640  -6.519
O  4.643  -0.460  -0.781
H  -0.412  1.310  -2.910
O  -1.731  -1.908  3.374
H  1.776  -0.316  -2.173
H  1.297  -5.241  -1.103
O  -0.279  -3.267  -1.247
C  -0.739  5.668  4.261
H  -2.131  3.553  -0.357
C  1.751  0.871  3.007
Li  -0.480  -1.844  -0.009
H  -0.809  3.383  3.023
H  1.326  3.632  -0.026
O  3.883  -5.912  1.631
H  0.593  2.948  1.496


Here is a molecular structure, C3H5NOS3 from OMol25. Energies are from the ωB97M-V functional and the def2-TZVPD basis.

Results
E_LUMO (eV): -1.01
HOMO-LUMO gap (eV): 7.383
Calculated total energy (hartree): -1441.679831
Relative energy (zero: lowest compared OMol25 entry of this formula, charge and spin) (kJ/mol): 496.3
Charge: 0
Spin multiplicity: 1

Cartesian coordinates (Å):
C  0.032  0.242  0.686
S  0.375  -2.972  -1.519
S  -1.840  0.282  -1.168
H  1.029  -0.525  -1.421
H  -1.723  3.316  -0.069
C  0.342  -0.803  -0.401
H  1.698  1.990  1.707
H  0.060  -0.240  1.676
C  -1.078  1.104  0.232
O  -1.248  2.460  0.722
N  0.204  -2.047  -0.006
H  0.600  -4.093  -0.825
S  1.550  1.285  0.385